Density functional theory data (ωB97M-V/def2-TZVPD) for 13 unconnected molecules or ions with the total composition C5H36N2O13.

Element x y z (Å)
O (-3.0538, -1.5722, -0.2221)
O (1.2405, -1.5394, 1.2210)
O (-1.2529, -1.2967, 3.4010)
O (3.0410, 1.2016, -2.9248)
O (-1.9090, -3.9619, 0.4238)
O (1.5357, 2.5220, -1.0325)
O (0.2062, -3.7522, 2.4258)
O (-3.0113, 2.2536, 1.3208)
O (0.7667, 3.2200, 2.8387)
O (0.5361, 0.5642, 3.8533)
O (-1.1282, 4.2350, 1.1295)
O (2.3759, -2.8335, -1.0854)
O (3.5329, -1.3770, -3.1449)
N (1.6385, 1.4611, 0.8548)
N (-0.9412, 0.5126, 0.5704)
C (-0.3961, -0.3238, -3.7713)
C (0.9505, 1.7078, -0.3033)
C (-0.9284, 1.3072, -1.8735)
C (-0.1811, 0.7520, -0.6346)
C (-1.4032, 0.1704, -2.7981)
H (3.6035, -0.5506, -2.6238)
H (-1.8506, 1.8540, -1.5422)
H (0.1233, -3.1958, 3.2267)
H (1.1074, -4.0692, 2.6039)
H (-1.8331, -0.5910, -2.1468)
H (0.4965, 1.5347, 3.9037)
H (-0.4253, 2.0732, -2.4677)
H (-1.1033, 3.3758, 0.7000)
H (-3.9805, -1.4951, -0.4388)
H (-0.3775, 0.1851, 1.3348)
H (-0.8266, -0.4541, 3.1282)
H (2.8106, -1.1984, -3.7550)
H (0.2370, 0.5093, -4.1366)
H (-1.4916, -1.0538, 4.2995)
H (1.4534, 0.3439, 4.0614)
H (0.4412, -0.1688, -0.8733)
H (-0.1731, 3.4691, 2.8390)
H (1.4632, -1.8820, 0.3261)
H (-1.6161, -0.2308, 0.3714)
H (-1.9460, 4.6076, 0.8067)
H (-1.5542, -4.0198, 1.3268)
H (-2.4578, 1.4623, 1.2107)
H (-2.2681, 0.4512, -3.4257)
H (0.4468, -0.9385, -3.3951)
H (-1.1035, -3.9246, -0.1176)
H (1.4667, 0.7937, 1.5866)
H (0.6800, -2.2463, 1.6117)
H (-3.9633, 2.1528, 1.1966)
H (-2.8151, -2.4217, 0.2086)
H (2.8167, -2.2671, -1.7633)
H (2.4388, 1.6057, -2.2568)
H (0.9862, 3.6836, 2.0230)
H (3.0394, -3.3666, -0.6459)
H (-0.7642, -0.8664, -4.6469)
H (2.4905, 1.9788, 1.0027)
H (2.8297, 1.6090, -3.7812)

Output
E = -1299.765978 Eh
Net charge = 0
HOMO level = -9.56 eV
Lowest unoccupied orbital energy = 0.125 eV

Density functional theory data (ωB97M-V/def2-TZVPD) for 14 unconnected molecules or ions with the total composition C5H36N3O13.

Element x y z (Å)
O (2.5023, -1.9834, 0.8623)
O (-2.9395, 3.0141, -0.1443)
O (2.4832, -2.5617, -1.7731)
O (-2.7994, -2.3239, -1.4803)
O (-0.1429, -0.4335, 3.8753)
O (2.3662, -1.4140, 3.8462)
O (2.0679, 3.5434, 0.0164)
O (-0.9997, -3.9352, -0.2817)
O (2.6969, 0.2976, -1.8036)
O (-0.5898, 4.5287, -0.1225)
O (-3.1207, 1.1562, -2.5806)
O (3.2613, 0.3954, 1.7515)
O (-0.2584, -2.4212, 2.2341)
N (-0.2160, 1.7037, -1.4374)
N (-0.0419, 0.2239, -3.1664)
N (-3.0738, 0.0478, -0.1109)
C (-0.5322, 0.1460, 0.4687)
C (-1.9654, 0.4190, 0.9728)
C (-0.0801, -0.4837, -2.0275)
C (-0.3893, 0.4305, -0.9518)
C (-0.0741, 1.5613, -2.7512)
H (0.6328, -2.1570, 2.4932)
H (2.6803, -0.6439, -1.5542)
H (3.9551, 1.0604, 1.8391)
H (-2.5144, -3.1720, -1.0889)
H (-2.1972, 1.4645, 1.2119)
H (-0.3354, -0.9042, 0.6527)
H (0.3056, -1.4882, -1.9554)
H (-3.7097, 1.0823, -3.3445)
H (3.2244, -0.9561, 3.8275)
H (1.9043, 2.9710, -0.7468)
H (-0.8470, -4.8805, -0.2262)
H (-0.4388, 5.3272, -0.6454)
H (-2.7958, 3.8602, 0.3200)
H (3.3040, -3.0625, -1.6897)
H (-3.1103, -0.9801, -0.2559)
H (-0.3429, -0.0015, -4.0969)
H (2.8916, 4.0042, -0.1996)
H (-2.0237, -2.1094, -2.0133)
H (-2.2431, -0.2847, 1.7997)
H (-2.9185, 0.5568, -0.9887)
H (-2.1423, 2.8297, -0.6544)
H (2.1324, -2.4821, -0.8628)
H (2.9769, 0.4775, 0.8314)
H (-0.8414, -3.4465, 0.5302)
H (0.1694, 0.6177, 1.1492)
H (1.8546, -2.1543, 1.5979)
H (0.2797, 4.0919, -0.2668)
H (-3.9141, 0.4771, 0.3201)
H (3.4605, 0.4637, -2.3684)
H (-0.8014, -1.9451, 2.8739)
H (3.3114, -1.9045, 1.3840)
H (-0.0354, 2.2095, -3.6204)
H (-3.1142, 2.0663, -2.2495)
H (0.6691, 0.0513, 3.7095)
H (2.6880, -2.2976, 4.0845)
H (-0.2692, -0.6520, 4.8067)

Output
E = -1353.899071 Eh
Net charge = +2
HOMO level (spin up / spin down) = -16.21 / -16.20 eV
Lowest unoccupied orbital energy (spin up / spin down) = -6.602 / -10.188 eV
Multiplicity = 2

What are the M values for these records? In order: 332.34, 346.35 g/mol.